A cluster of 6 separate species, C20H54N4O8 in total in a non-equilibrium geometry, computed with the ωB97M-V functional and the def2-TZVPD basis.

Structure (XYZ):
```
86
Properties=species:S:1:pos:R:3:forces:R:3:mulliken_spin:R:1
C -5.0763 0.0902 1.3990 0.6 -0.4 0.1 -0.049
C -3.7005 0.3824 0.8609 1.4 0.9 -0.7 -0.080
C -2.6226 0.5509 1.9235 1.5 2.4 -0.7 0.016
O -1.2840 0.8066 1.3959 0.2 -0.6 -0.3 -0.050
C -0.9874 2.0995 0.6964 -2.5 -0.6 0.4 0.134
N -3.3188 -0.6028 -0.2241 -1.1 -1.4 0.9 -0.007
H -4.0144 -0.4815 -0.9463 0.2 0.3 -0.8 -0.010
H -2.3827 -0.5133 -0.5926 1.1 0.4 -0.6 -0.017
H -3.4649 -1.5667 0.0400 0.3 -0.6 0.4 0.001
H -5.5215 0.9322 1.9291 -0.1 0.2 -0.7 -0.016
H -5.0066 -0.6596 2.1869 0.0 -0.4 -0.2 0.010
H -5.6272 -0.3140 0.5497 -0.8 0.3 0.4 -0.020
H -3.6163 1.2035 0.1489 -0.7 1.1 0.9 0.206
H -2.6550 -0.2091 2.7042 0.6 -0.4 -0.4 0.006
H -2.7725 1.5002 2.4378 -1.1 0.0 0.3 -0.007
H -1.0959 3.0200 1.2700 1.2 -0.3 1.3 -0.089
H -1.8771 2.3501 0.1188 0.2 -0.7 -1.2 0.010
H -0.0860 2.0012 0.0915 -0.3 -0.1 0.3 0.002
C -2.7778 3.8326 -2.0746 0.0 0.5 2.1 -0.152
C -3.1356 5.1654 -2.7489 1.5 -0.2 -1.2 0.444
C -4.4698 5.0888 -3.4500 -0.2 1.5 -0.7 0.356
O -4.2810 4.5074 -4.7432 0.5 -1.0 1.9 -0.128
C -5.3696 4.5812 -5.6049 0.1 0.7 -1.2 -0.032
N -2.9035 6.4143 -1.8705 -1.1 -2.0 -0.4 1.128
H -3.6529 6.6247 -1.2269 -1.2 0.0 0.9 -0.734
H -2.1205 6.2136 -1.2651 1.2 0.1 0.7 -0.389
H -2.7671 7.2727 -2.3851 0.4 0.8 -0.9 -0.291
H -3.4622 3.6204 -1.2532 -0.6 0.2 0.0 0.017
H -1.8634 3.9466 -1.4924 0.4 0.0 -0.5 0.203
H -2.7161 2.8839 -2.6077 0.1 0.5 -0.9 0.161
H -2.3473 5.3539 -3.4777 -0.2 -0.2 -0.4 0.325
H -4.9152 6.0526 -3.6964 0.1 0.5 0.6 0.002
H -5.1159 4.6525 -2.6883 -0.7 -0.9 -0.6 0.059
H -6.3024 4.1155 -5.2868 0.2 -0.4 0.2 0.000
H -4.9813 4.2002 -6.5494 -0.4 -0.6 0.1 0.003
H -5.5967 5.6142 -5.8686 -0.2 0.5 0.4 0.003
C 1.8639 -4.9368 -1.9792 0.1 0.9 1.3 -0.003
C 0.7150 -5.5731 -1.1620 -0.1 0.0 0.5 0.011
C 0.8578 -5.4485 0.4047 2.0 0.7 -1.3 -0.003
O 0.9023 -4.0885 0.8351 -0.8 0.2 0.1 -0.003
C -0.0830 -3.7120 1.8519 1.0 -0.5 -0.5 0.011
N -0.5830 -4.9799 -1.5641 -1.0 -0.2 -1.0 0.012
H -0.6760 -4.9391 -2.5690 0.2 0.2 -0.7 0.001
H -1.4069 -5.4946 -1.2877 -0.2 -0.6 0.5 -0.019
H -0.7395 -4.0337 -1.2475 0.6 1.1 0.3 -0.005
H 2.0002 -3.9135 -1.6293 0.2 0.0 0.5 0.001
H 1.8140 -4.7418 -3.0505 -0.8 -0.9 -0.1 -0.001
H 2.7565 -5.5228 -1.7600 0.0 0.2 -0.1 0.000
H 0.7174 -6.6408 -1.3814 -0.5 0.0 -0.1 0.009
H 1.8767 -5.8353 0.3872 0.4 0.1 1.0 0.001
H 0.3349 -6.1379 1.0675 -0.8 0.2 -0.4 -0.001
H -1.0680 -3.9551 1.4534 -0.2 -0.4 0.6 -0.005
H -0.0996 -2.6519 2.1050 0.5 0.2 -0.9 0.007
H 0.2545 -4.1614 2.7858 -0.8 -0.6 0.0 0.000
C 3.0925 -1.5754 1.5271 0.6 0.5 1.4 -0.002
C 3.9861 -1.3895 2.7954 0.9 -0.4 0.2 -0.001
C 3.9876 -2.6470 3.7272 0.8 0.5 0.7 0.000
O 4.9456 -2.6814 4.8384 -1.2 1.0 -1.3 0.000
C 4.9634 -1.5640 5.7432 1.2 -0.2 0.2 0.000
N 5.4529 -1.0864 2.3802 -0.7 -1.7 -0.2 0.000
H 5.5474 -0.3133 1.7372 -0.1 1.6 -0.4 0.000
H 6.1049 -0.9866 3.1451 -0.1 0.5 0.6 0.000
H 5.8198 -1.8860 1.8842 0.1 -0.5 -0.4 0.000
H 3.2297 -2.5085 0.9806 0.5 0.1 0.0 0.001
H 3.2620 -0.6780 0.9321 -0.3 -0.2 -0.4 0.002
H 2.0565 -1.6145 1.8637 0.0 0.3 0.0 0.000
H 3.7619 -0.4625 3.3231 -0.6 -0.2 0.0 0.000
H 4.2409 -3.5299 3.1402 0.1 0.0 -0.1 0.000
H 2.9865 -2.8159 4.1238 -0.2 0.3 0.0 0.000
H 5.8731 -1.7722 6.3064 -0.2 0.0 0.4 0.000
H 4.1330 -1.4164 6.4337 -0.4 -0.6 -0.2 0.000
H 5.1724 -0.5838 5.3147 -0.2 0.0 -0.7 0.000
C 3.8899 2.5962 -0.3461 0.4 0.3 0.8 0.000
C 4.9957 1.9977 0.5056 2.0 -0.5 -1.1 -0.001
O 4.9092 2.0429 1.7364 -1.2 -0.4 2.1 0.000
O 6.0116 1.5105 -0.0707 -0.7 -0.5 -0.4 0.000
H 3.9080 2.1272 -1.3299 -0.5 0.3 0.1 0.000
H 4.0896 3.6673 -0.3763 0.2 0.1 -0.5 -0.001
H 2.9883 2.5570 0.2650 -0.4 -0.4 -0.5 0.002
C 1.3433 -0.0246 -1.4789 -0.6 -0.3 0.5 0.003
C -0.1585 -0.2755 -1.8835 3.8 2.4 -0.6 -0.018
O -0.4775 -1.4549 -1.9649 -1.9 -3.2 0.6 -0.007
O -0.7541 0.7452 -2.2166 -2.0 0.6 0.3 -0.004
H 1.7559 0.9549 -1.7206 -0.3 -0.1 -0.4 -0.001
H 1.9440 -0.8383 -1.8851 0.2 0.1 0.1 0.001
H 1.3887 -0.0582 -0.3904 0.1 -0.3 0.2 0.000
```
Positions in Å, forces in eV/Å.

As for the total charge: +1. As for the expectation value of S²: 0.750. The energy relative to the best compared isomer or geometry (same formula, charge and spin) comes out at 0.0 kJ/mol. The largest force on an atom comes out at 4.50 eV/Å. For the HOMO energy (alpha / beta), the calculation gives -0.17815 / -0.31359 hartree. Its spin multiplicity is 2. For the HOMO-LUMO gap (alpha / beta), the calculation gives 1.51 / 5.08 eV.

---

A cluster of 2 separate species, C4H11NO in total in a non-equilibrium geometry, computed with the ωB97M-V functional and the def2-TZVPD basis.

Structure (XYZ):
```
17
Properties=species:S:1:pos:R:3:forces:R:3:nbo_charge:R:1
C -1.9306 0.5278 2.2416 -0.2 -2.6 -3.3 -0.712
C -0.7436 -0.2707 2.6662 0.1 -1.7 4.5 0.655
O -0.6304 -0.6346 3.8925 -0.2 1.3 -3.8 -0.633
N 0.2063 -0.6843 1.7772 0.4 -0.5 3.3 -0.810
H -2.7666 0.6332 2.8157 -1.6 -0.5 2.9 0.246
H -2.4519 0.1097 1.3238 1.1 0.2 0.5 0.218
H 1.0530 -1.0335 2.2661 -1.0 0.3 -0.9 0.416
H 0.2329 -0.4252 0.8521 0.1 0.7 -2.2 0.388
H -1.7461 1.5026 2.0166 1.3 2.8 -0.9 0.231
C 0.4450 0.0349 -2.9236 0.5 0.6 1.6 -0.610
C 1.7341 0.0850 -2.0400 1.2 -2.4 -4.5 -0.597
H -0.2780 -0.5666 -2.3683 -0.2 -0.1 -0.3 0.193
H 0.6730 -0.4801 -3.8752 -0.4 0.9 0.3 0.215
H 0.0422 1.0823 -2.8946 0.2 -1.0 -1.1 0.206
H 2.0428 -0.9941 -1.9080 -0.1 1.2 0.3 0.198
H 1.5580 0.5553 -1.1487 -0.1 1.3 2.2 0.190
H 2.5600 0.5582 -2.6936 -1.1 -0.4 1.5 0.205
```
Positions in Å, forces in eV/Å.

Its SMILES is CC(N)=O.CC. The energy relative to the best compared isomer or geometry (same formula, charge and spin) comes out at 122.6 kJ/mol. The largest force on an atom comes out at 5.29 eV/Å. For the HOMO energy, the calculation gives -0.35595 hartree. Its spin multiplicity is 1. For the HOMO-LUMO gap, the calculation gives 10.32 eV.

---

DFT total energy for the records above, in order: -1614.7673 -288.9703 Ha